No. 1
Entry from the OMol25 dataset: an isolated molecule of H3NS2 in a non-equilibrium geometry (ωB97M-V with the def2-TZVPD basis set).

The geometry in XYZ format:
```
6
H3NS2 | the OMol25 dataset | ωB97M-V with the def2-TZVPD basis set
S 1.997 -0.536 0.228
S 0.402 0.792 0.855
N -0.812 0.284 -0.367
H 1.279 -1.590 -0.090
H -1.257 1.123 -0.757
H -1.608 -0.073 0.131
```

The HOMO-LUMO gap (spin up / spin down) comes out at 6.30 / 7.36 eV. The calculation puts the relative energy (zero: lowest compared OMol25 entry of this formula, charge and spin) at 0.000 eV. Its spin multiplicity is 3. For the strongest force on any atom, the calculation gives 3.86 eV Å⁻¹. The HOMO energy (spin up / spin down) comes out at -5.770 / -9.712 eV. The calculation puts the total energy at -23205.574 eV. As for the lowest unoccupied orbital energy (spin up / spin down): 0.531 / -2.349 eV. Its expectation value of S² is 2.010. The total charge is 0.


No. 2
Entry from the OMol25 dataset: an isolated molecule of C8H9NO in a non-equilibrium geometry (ωB97M-V with the def2-TZVPD basis set).

The geometry in XYZ format:
```
19
C8H9NO | the OMol25 dataset | ωB97M-V with the def2-TZVPD basis set
O 1.828 0.925 -0.188
N 0.520 -1.982 -0.010
C -0.889 -0.290 1.096
C -0.126 0.366 -1.642
C 2.038 -0.160 0.704
C -0.790 -1.416 0.041
C 0.466 1.216 -0.513
C -0.813 -0.711 -1.330
C 1.473 -1.343 0.420
C -0.626 1.129 0.623
H -1.612 1.435 0.168
H -1.847 -0.211 1.528
H -0.295 1.892 1.427
H 2.893 -0.003 1.361
H 0.695 2.220 -0.657
H 0.094 0.637 -2.679
H 0.014 -0.503 1.783
H -1.338 -1.186 -2.099
H -1.686 -2.013 -0.033
```

The HOMO-LUMO gap (spin up / spin down) comes out at 8.60 / 8.60 eV. As for the structure (SMILES): C1=CO[C@H]2C=C[C@H](CC2)N=1. The calculation puts the relative energy (zero: lowest compared OMol25 entry of this formula, charge and spin) at 5.112 eV. For the strongest force on any atom, the calculation gives 4.06 eV Å⁻¹. The HOMO energy (spin up / spin down) comes out at -8.322 / -8.322 eV. The calculation puts the total energy at -11974.737 eV. As for the lowest unoccupied orbital energy (spin up / spin down): 0.282 / 0.282 eV. The total charge is 0.


No. 3
Entry from the OMol25 dataset: a 8-piece molecular cluster, C26H43N5O3S3 overall in a non-equilibrium geometry (ωB97M-V with the def2-TZVPD basis set).

The geometry in XYZ format:
```
80
C26H43N5O3S3 | the OMol25 dataset | ωB97M-V with the def2-TZVPD basis set
S -2.678 4.038 -2.372
S 0.097 -4.761 2.961
S -0.097 -0.817 1.101
O 0.590 -5.559 4.191
O -0.610 -0.615 2.555
O -2.193 2.865 -1.557
N 2.494 -4.469 -2.611
N -3.658 -0.682 4.275
N 2.815 1.245 -5.425
N 7.642 -1.838 0.667
N -4.347 3.734 1.494
C -3.675 0.436 3.441
C 7.017 -2.656 -0.214
C 1.292 -2.733 -1.974
C 0.186 0.815 0.232
C 0.807 -3.862 -1.345
C 1.453 2.903 -5.187
C -4.922 -0.780 4.930
C -3.966 5.789 2.279
C 1.565 -5.004 -1.825
C -2.257 3.435 -4.029
C 5.698 -2.255 -0.382
C 2.415 2.444 -6.041
C 1.699 -1.156 1.375
C -3.094 3.977 1.279
C -5.615 0.332 4.557
C 5.532 -1.091 0.326
C -2.816 5.266 1.725
C -4.926 1.005 3.585
C -1.540 -4.017 3.451
C 2.222 1.088 -4.228
C 6.729 -0.870 1.035
C -1.321 5.203 -2.225
C 2.228 -3.085 -2.818
C -4.869 4.751 2.136
C -0.629 -6.120 1.924
C 1.351 2.147 -4.058
H -2.139 -4.589 4.159
H -2.818 -1.228 4.402
H 0.089 -3.947 -0.543
H -1.244 -6.724 2.592
H 2.312 -0.301 1.660
H 1.230 1.053 0.436
H -1.206 3.174 -4.154
H -1.370 5.912 -3.051
H -0.111 0.859 -0.815
H 8.588 -1.893 1.015
H -0.420 1.592 0.699
H 2.879 -2.586 -3.521
H 3.623 0.682 -5.651
H -2.772 0.750 2.939
H -2.483 3.201 0.843
H -2.759 2.477 -3.892
H -4.076 6.803 2.632
H 2.113 -1.589 0.463
H -4.794 2.858 1.263
H -2.460 3.989 -4.945
H 2.851 2.801 -6.962
H -1.544 5.673 -1.267
H 7.555 -3.454 -0.702
H 1.870 -1.838 2.208
H -1.503 -2.966 3.739
H 0.159 -6.697 1.440
H -5.922 4.757 2.378
H -1.384 -5.663 1.285
H 4.979 -2.737 -1.027
H 0.806 -1.772 -1.891
H -5.062 -1.584 5.637
H 2.437 0.205 -3.644
H -1.860 5.765 1.672
H 0.889 3.779 -5.474
H 0.752 2.349 -3.182
H 4.690 -0.414 0.330
H -2.188 -3.932 2.579
H 3.353 -4.898 -2.925
H -5.290 1.912 3.127
H 7.028 -0.116 1.748
H -6.649 0.526 4.803
H 1.574 -6.033 -1.499
H -0.339 4.739 -2.134
```

The HOMO-LUMO gap comes out at 8.16 eV. The calculation puts the relative energy (zero: lowest compared OMol25 entry of this formula, charge and spin) at 3.175 eV. For the strongest force on any atom, the calculation gives 4.91 eV Å⁻¹. The HOMO energy comes out at -7.705 eV. The calculation puts the total energy at -73751.476 eV. As for the lowest unoccupied orbital energy: 0.452 eV. The total charge is 0.


No. 4
Entry from the OMol25 dataset: an isolated molecule of C4H5FN2 in a non-equilibrium geometry (ωB97M-V with the def2-TZVPD basis set).

The geometry in XYZ format:
```
12
C4H5FN2 | the OMol25 dataset | ωB97M-V with the def2-TZVPD basis set
F -0.858 -0.411 2.232
N -1.303 1.431 1.064
N -2.072 2.318 0.976
C 0.781 0.252 -1.033
C -0.469 0.350 1.138
C 0.148 -1.189 -0.768
C 0.615 -0.190 0.337
H 0.023 1.089 -1.292
H 1.456 -0.705 0.836
H -0.942 -1.230 -0.979
H 1.796 0.321 -1.381
H 0.825 -2.036 -1.132
```

The HOMO-LUMO gap comes out at 8.30 eV. The calculation puts the relative energy (zero: lowest compared OMol25 entry of this formula, charge and spin) at 4.286 eV. For the strongest force on any atom, the calculation gives 4.51 eV Å⁻¹. The HOMO energy comes out at -8.035 eV. The calculation puts the total energy at -9922.518 eV. As for the lowest unoccupied orbital energy: 0.267 eV. The total charge is 0.


No. 5
Entry from the OMol25 dataset: an isolated molecule of C4H9O2P in a non-equilibrium geometry (ωB97M-V with the def2-TZVPD basis set).

The geometry in XYZ format:
```
16
C4H9O2P | the OMol25 dataset | ωB97M-V with the def2-TZVPD basis set
P -2.348 -0.523 0.232
O -0.943 1.553 -0.300
O 1.625 -0.518 -0.700
C -0.609 0.167 -0.101
C 1.727 0.130 0.552
C 0.360 -0.252 -1.256
C 0.333 0.040 1.207
H 0.153 0.913 1.799
H 1.874 1.246 0.478
H -1.982 -1.988 0.334
H -2.722 -0.533 -1.199
H 0.026 -1.275 -1.698
H 2.397 -0.543 1.057
H 0.310 0.341 -2.103
H -0.047 -0.832 1.812
H -0.156 2.074 -0.113
```

The HOMO-LUMO gap comes out at 10.34 eV. As for the structure (SMILES): O[C@]1(P)CCOC1. The calculation puts the relative energy (zero: lowest compared OMol25 entry of this formula, charge and spin) at 3.589 eV. For the strongest force on any atom, the calculation gives 5.38 eV Å⁻¹. The HOMO energy comes out at -9.590 eV. The calculation puts the total energy at -17675.428 eV. As for the lowest unoccupied orbital energy: 0.748 eV. The total charge is 0.


No. 6
Entry from the OMol25 dataset: a 2-piece molecular cluster, C9H14O overall in a non-equilibrium geometry (ωB97M-V with the def2-TZVPD basis set).

The geometry in XYZ format:
```
24
C9H14O | the OMol25 dataset | ωB97M-V with the def2-TZVPD basis set
O 1.018 2.177 1.900
C -0.588 1.590 0.123
C 0.658 1.577 0.712
C 1.527 0.065 -0.982
C -0.044 -0.848 -2.805
C -1.531 -2.385 0.768
C -0.753 0.656 -1.001
C 0.291 -0.094 -1.565
C -1.446 -2.520 2.299
C 1.785 0.912 0.004
H 0.667 -1.677 -3.048
H -0.121 -0.324 -3.745
H -1.068 -1.318 -2.790
H 2.260 -0.583 -1.582
H 2.811 1.330 0.374
H -1.770 0.752 -1.303
H -1.299 -3.600 2.502
H -0.635 -1.828 2.702
H -1.600 1.993 0.389
H -2.520 -1.769 0.590
H 0.544 2.965 2.003
H -2.423 -2.041 2.940
H -0.801 -1.821 0.168
H -1.580 -3.225 0.271
```

The HOMO-LUMO gap comes out at 9.29 eV. As for the structure (SMILES): Cc1ccc(O)cc1.CC. The calculation puts the relative energy (zero: lowest compared OMol25 entry of this formula, charge and spin) at 2.747 eV. For the strongest force on any atom, the calculation gives 6.85 eV Å⁻¹. The HOMO energy comes out at -8.416 eV. The calculation puts the total energy at -11604.890 eV. As for the lowest unoccupied orbital energy: 0.872 eV. The total charge is 0.


No. 7
Entry from the OMol25 dataset: a 11-piece molecular cluster, C6H36N2O10 overall in a non-equilibrium geometry (ωB97M-V with the def2-TZVPD basis set).

The geometry in XYZ format:
```
54
C6H36N2O10 | the OMol25 dataset | ωB97M-V with the def2-TZVPD basis set
O 0.549 2.509 3.976
O 1.993 3.208 1.767
O -0.997 0.903 -3.652
O 0.634 3.003 -2.342
O -3.855 -1.512 1.554
O -2.996 1.347 0.309
O 3.553 2.272 -0.751
O -0.152 -1.909 -1.989
O -3.205 -3.268 -0.534
O -2.642 -0.426 -1.683
N 1.035 -0.669 -0.097
N 0.865 -2.862 1.629
C 0.490 -0.008 1.062
C 2.287 -0.235 -2.110
C 1.196 0.316 -1.349
C 0.839 -0.490 2.514
C 1.606 -1.880 2.458
C -1.071 -0.078 0.969
H 1.428 -3.619 1.350
H -2.359 1.159 -0.450
H -3.713 0.903 -0.022
H 2.918 1.596 -0.645
H 1.082 2.909 3.333
H 3.817 2.178 -1.673
H 2.031 -1.172 -2.671
H -4.473 -1.310 0.861
H -1.302 0.354 -0.053
H 3.268 -0.595 -1.594
H -1.663 0.329 -3.396
H 0.652 -2.107 -1.502
H 0.022 0.242 -1.700
H -1.510 0.588 1.786
H 0.201 3.815 -2.055
H 2.716 -2.002 2.245
H 0.647 1.165 0.989
H 1.967 -1.094 0.180
H -0.376 2.701 3.646
H 2.488 2.390 1.355
H 1.434 1.410 -0.950
H 1.441 -2.358 3.537
H -2.770 -2.868 0.231
H -0.459 0.382 -4.219
H 2.160 3.858 1.103
H -0.073 -0.431 3.201
H -0.123 2.428 -2.533
H -0.006 -2.486 1.188
H -3.040 -0.922 -2.419
H 1.437 0.213 3.080
H -2.636 -3.760 -1.012
H 2.619 0.529 -2.903
H -3.470 -0.704 1.647
H -2.151 -1.137 -1.203
H -0.790 -1.747 -1.292
H -1.544 -1.058 0.833
```

The HOMO-LUMO gap comes out at 8.25 eV. As for the structure (SMILES): CCN[C@@H](C)CCN.O.O.O.O.O.O.O.O.O.O. The calculation puts the relative energy (zero: lowest compared OMol25 entry of this formula, charge and spin) at 7.401 eV. For the strongest force on any atom, the calculation gives 6.16 eV Å⁻¹. The HOMO energy comes out at -8.235 eV. The calculation puts the total energy at -30256.179 eV. As for the lowest unoccupied orbital energy: 0.011 eV. The total charge is 0.